--- w ---
Density functional theory data (ωB97M-V/def2-TZVPD) for the molecule C2H2ClFO2.

Positions of all 8 atoms, in Å:
Cl 1.065 0.424 -2.073
F 1.472 1.605 0.185
H -0.472 -1.844 1.358
H -0.491 1.055 -0.408
O -1.808 -0.596 0.241
O 0.404 -0.534 0.446
C -0.774 -0.969 0.673
C 0.605 0.861 -0.423

net charge: 0
HOMO level: -10.86 eV
SMILES: O=CO[C@@H](F)Cl
Kohn-Sham gap: 11.6 eV

---

--- x ---
Density functional theory data (ωB97M-V/def2-TZVPD) for a cluster of 2 separate species, C2H2ClFO2 in total.

Positions of all 8 atoms, in Å:
C -0.575 0.422 0.476
O -0.159 -0.625 1.148
O -2.504 1.642 -0.227
H 0.761 -0.529 1.436
F 0.173 1.521 0.624
H -0.395 0.177 -1.497
Cl -2.863 -0.894 0.227
C -1.980 0.630 0.113

net charge: 0
HOMO level (alpha / beta): -9.84 / -9.41 eV
Kohn-Sham gap (alpha / beta): 8.8 / 8.4 eV

---

Name the most stable of them. w.

---

--- w ---
Density functional theory data (ωB97M-V/def2-TZVPD) for the molecule C4H5Br2ClO.

Positions of all 13 atoms, in Å:
O 0.552 0.355 -0.890
H 1.060 0.346 2.239
Br -2.087 -1.734 1.663
H 1.859 1.010 -2.424
H 0.342 -1.015 2.966
C 0.821 0.705 -2.343
Br -0.141 2.280 -2.754
Cl -1.598 -0.899 -1.407
C -0.312 -0.428 -0.212
C 0.093 -0.185 2.332
H 0.405 -0.163 -3.067
H -0.505 0.541 2.780
C -0.488 -0.812 1.117

net charge: 0
HOMO level: -8.71 eV
SMILES: C/C(Br)=C(/Cl)OCBr
Kohn-Sham gap: 9.2 eV

---

--- x ---
Density functional theory data (ωB97M-V/def2-TZVPD) for the molecule C4H5Br2ClO.

Positions of all 13 atoms, in Å:
H -0.894 0.742 1.636
H -0.084 2.360 -0.374
Br 2.136 0.529 0.849
O 0.154 -1.399 -1.817
H 0.530 1.444 -1.589
C -0.604 -0.239 1.194
Cl 1.472 -2.457 0.035
Br -2.201 -1.259 0.567
C -0.084 1.340 -0.812
C 0.536 -1.198 -0.748
C 0.408 0.016 0.021
H -1.133 1.053 -0.978
H -0.236 -0.934 2.016

net charge: 0
HOMO level: -10.43 eV
SMILES: C[C@@](Br)(CBr)C(=O)Cl
Kohn-Sham gap: 10.4 eV

---

Name the most stable of them. x.

---

--- w ---
Density functional theory data (ωB97M-V/def2-TZVPD) for the ion C2H9N2 with charge +1.

Positions of all 13 atoms, in Å:
H -1.586 1.814 -0.351
H 0.219 1.093 1.148
H 1.351 -1.281 0.916
H -1.073 -0.743 -0.898
N -0.632 1.794 -0.662
C -0.481 -0.556 -0.016
C 0.186 0.821 0.025
H 1.171 0.791 -0.444
H 1.082 -1.753 -0.696
N 0.662 -1.563 0.217
H -1.023 -0.636 0.937
H -0.228 2.717 -0.710
H 0.353 -2.498 0.533

net charge: +1
HOMO level: -13.33 eV
SMILES: NCC[NH3+]
Kohn-Sham gap: 9.4 eV

---

--- x ---
Density functional theory data (ωB97M-V/def2-TZVPD) for the ion C2H9N2 with charge +1.

Positions of all 13 atoms, in Å:
N -0.335 1.156 1.073
H 1.254 -0.326 0.581
C -0.858 0.358 -0.023
H -0.181 -1.650 0.502
H -0.878 1.067 -0.977
H -1.947 0.015 0.271
H 1.328 0.286 -1.090
H -0.351 -1.482 -1.317
C -0.133 -0.995 -0.322
N 1.245 -0.525 -0.434
H 0.074 2.056 0.801
H 1.806 -1.243 -0.885
H -1.023 1.282 1.819

net charge: +1
HOMO level: -14.32 eV
SMILES: NCC[NH3+]
Kohn-Sham gap: 10.6 eV

---

Name the most stable of them. w.

---

--- w ---
Density functional theory data (ωB97M-V/def2-TZVPD) for the molecule C7H14O2.

Positions of all 23 atoms, in Å:
O 0.913 -1.939 -1.811
O -1.202 -1.437 -0.797
C 0.137 1.038 -1.561
H -1.340 2.367 0.184
H 0.422 -1.108 2.145
C -1.339 1.302 0.426
H -0.087 -1.633 -2.042
H 1.294 2.221 0.564
H 0.148 2.125 -1.658
C 1.163 1.147 0.716
H 1.641 -2.263 0.031
H -1.442 1.210 1.508
C -0.407 -1.392 1.496
C -0.047 0.648 -0.085
H -0.689 0.659 -2.164
H -0.514 -2.478 1.506
H 2.089 0.661 0.394
H -1.330 -0.975 1.892
H 1.046 0.980 1.787
C 0.894 -1.719 -0.551
H 1.080 0.670 -1.971
H -2.205 0.836 -0.046
C -0.226 -0.919 0.039

net charge: 0
HOMO level: -8.55 eV
Kohn-Sham gap: 8.0 eV

---

--- x ---
Density functional theory data (ωB97M-V/def2-TZVPD) for the molecule C7H14O2.

Positions of all 23 atoms, in Å:
C 2.264 0.520 0.127
C -0.146 -0.103 -0.708
H -0.495 0.338 1.399
H 3.318 0.228 0.067
H -4.034 1.441 1.106
H 2.162 1.482 -0.385
H -0.095 1.777 0.415
H -2.349 1.807 -0.602
H -0.122 -0.097 -2.611
C -3.068 0.949 1.185
H 2.029 0.656 1.188
C -0.637 0.827 0.431
H 0.980 -2.677 -0.288
H 1.761 -0.712 -1.529
H -1.926 -0.832 -0.528
C 1.377 -0.549 -0.514
O -0.996 -1.212 -0.820
H 2.577 -2.178 0.260
C -2.137 1.144 0.236
C 1.523 -1.877 0.228
O -0.240 0.597 -1.940
H -2.909 0.281 2.024
H 1.161 -1.811 1.257

net charge: 0
HOMO level: -9.97 eV
SMILES: C=CCC(O)(O)C(C)C
Kohn-Sham gap: 10.9 eV

---

Name the most stable of them. x.

---

--- w ---
Density functional theory data (ωB97M-V/def2-TZVPD) for the ion C8H14N3 with charge +1.

Positions of all 25 atoms, in Å:
H 0.178 1.849 -1.808
H 3.049 -0.277 -0.153
C 2.679 -1.784 1.122
C 0.120 1.884 0.959
N -1.348 -1.124 -0.984
H -0.440 -2.022 1.626
C 0.994 -0.478 0.572
H 1.000 1.802 1.502
H 3.722 -2.199 1.258
N 1.623 -2.428 1.548
C 0.565 -1.712 1.276
N 2.349 -0.653 0.495
C 0.193 0.850 -1.480
H -1.949 -1.442 -0.181
H -0.677 1.672 1.591
H -0.021 2.754 0.433
H -0.412 -1.510 -0.696
H -2.604 1.008 0.442
C -2.237 1.086 -0.589
H -1.686 -1.433 -1.901
H -3.027 0.845 -1.348
C -0.980 0.283 -0.755
H 0.763 0.178 -2.209
H -2.117 2.178 -0.745
C 0.263 0.669 0.025

net charge: +1
HOMO level: -12.36 eV
SMILES: C[C@@]1([NH3+])C[C@]1(C)c1cnc[nH]1
Kohn-Sham gap: 9.2 eV

---

--- x ---
Density functional theory data (ωB97M-V/def2-TZVPD) for the ion C8H14N3 with charge +1.

Positions of all 25 atoms, in Å:
H 0.628 2.234 -1.953
C 1.076 0.964 -0.309
H 2.653 2.445 0.094
H -1.910 -1.849 3.190
H -1.828 1.541 -2.265
N -0.898 0.959 -1.992
N 1.883 1.879 0.460
H -0.570 0.684 -3.030
H 1.166 2.456 0.946
H -1.143 0.056 -1.519
C -0.136 -1.233 0.358
H 1.643 0.215 -0.990
C -0.756 -2.058 1.283
C 0.109 0.124 0.529
C -1.273 -0.019 2.487
H -1.558 0.511 3.398
H -0.371 1.779 1.683
H -1.069 -3.033 0.985
C 0.386 -1.936 -0.966
H 1.395 -2.257 -0.731
N 0.135 1.700 -1.294
H -0.281 -2.758 -0.954
H 0.388 -1.372 -1.871
C -0.482 0.717 1.626
C -1.337 -1.409 2.414

net charge: +1
HOMO level: -12.67 eV
SMILES: Cc1ccccc1[C@H](N)N[NH3+]
Kohn-Sham gap: 8.9 eV

---

Name the most stable of them. w.

---

--- w ---
Density functional theory data (ωB97M-V/def2-TZVPD) for the ion C4H6IN2 with charge +1.

Positions of all 13 atoms, in Å:
C -0.025 -1.837 0.348
C -0.781 1.802 -0.516
H 1.415 0.647 -0.823
H -0.807 -2.476 0.374
I -2.915 -0.355 -0.037
C 1.312 0.116 0.062
H 0.954 -2.168 0.617
H 1.400 0.898 0.808
C -1.006 0.193 -0.290
H -0.977 2.394 -1.373
N 0.027 -0.597 0.081
H 1.995 -0.703 0.090
N -0.592 2.085 0.661

net charge: +1
HOMO level (alpha / beta): -13.85 / -13.32 eV
Kohn-Sham gap (alpha / beta): 7.7 / 7.8 eV

---

--- x ---
Density functional theory data (ωB97M-V/def2-TZVPD) for the ion C4H6IN2 with charge +1.

Positions of all 13 atoms, in Å:
H -0.931 0.486 0.332
N 0.741 -0.548 -0.305
N 0.840 2.756 -0.763
C 1.960 -0.638 -0.807
H -0.199 -2.304 -1.260
C 0.043 -1.827 -0.302
H 1.269 3.617 -0.439
C 0.753 1.858 0.109
I 3.580 0.023 0.210
H 0.620 1.987 1.196
H 0.708 -2.592 0.295
C 0.173 0.565 -0.010
H -0.883 -1.622 0.292

net charge: +1
HOMO level (alpha / beta): -13.47 / -13.29 eV
Kohn-Sham gap (alpha / beta): 7.2 / 7.1 eV

---

Name the most stable of them. w.